Entry from OMol25: C62H80N5O3RuSbTe as an isolated structure (ωB97M-V with the def2-TZVPD basis set).

Geometry as ORCA input:
```
! RIJCOSX wB97M-V def2-TZVPD def2/J DEFGRID3
* xyz 0 5
Ru -0.173 1.036 0.473
C -10.247 -7.608 4.167
O -9.140 -7.907 3.335
C -8.286 -6.898 3.045
C -7.214 -7.221 2.215
C -6.293 -6.260 1.861
C -6.412 -4.947 2.325
C -7.479 -4.639 3.158
C -8.416 -5.600 3.523
C -5.400 -3.954 1.940
N -4.295 -4.219 1.288
C -3.642 -3.017 1.162
C -4.364 -2.010 1.745
N -5.490 -2.622 2.244
C -3.916 -0.650 1.852
C -4.582 0.364 2.506
C -3.965 1.631 2.609
C -2.740 1.820 2.029
N -2.082 0.872 1.331
C -2.649 -0.393 1.251
C -1.925 -1.395 0.588
N -0.730 -1.041 -0.009
C -0.026 -1.984 -0.645
C -0.394 -3.311 -0.686
C -1.594 -3.699 -0.080
C -2.376 -2.746 0.535
H -10.812 -8.530 4.260
H -10.884 -6.840 3.723
H -9.925 -7.281 5.158
H -7.125 -8.242 1.865
H -5.458 -6.505 1.217
H -7.598 -3.638 3.557
H -9.226 -5.324 4.183
H -6.256 -2.163 2.700
H -5.557 0.190 2.946
H -4.436 2.449 3.137
H -2.238 2.773 2.120
H 0.860 -1.642 -1.165
H 0.238 -4.031 -1.188
H -1.932 -4.728 -0.101
C 6.017 2.197 7.624
C 5.178 2.047 6.381
C 5.328 2.888 5.293
C 4.586 2.728 4.127
C 4.860 3.764 3.048
C 3.630 1.686 4.010
Te 2.960 1.498 1.849
N 1.781 1.210 -0.001
C 2.186 1.477 -1.260
O 1.512 1.233 -2.266
C 3.480 2.236 -1.469
C 4.723 1.761 -1.058
C 5.856 2.558 -1.180
C 5.750 3.842 -1.698
C 4.517 4.310 -2.137
C 3.390 3.507 -2.032
C 1.707 3.181 2.137
C 2.069 4.283 1.368
C 1.358 5.468 1.457
C 0.275 5.548 2.319
C -0.086 4.449 3.084
C 0.613 3.243 3.016
C 0.195 2.094 3.903
C 3.470 0.838 5.129
C 2.486 -0.311 5.239
C 4.231 1.043 6.278
H 6.681 3.058 7.551
H 6.629 1.307 7.782
H 5.387 2.321 8.507
H 6.057 3.693 5.341
H 5.858 4.181 3.174
H 4.143 4.585 3.116
H 4.811 3.371 2.032
H 4.816 0.745 -0.695
H 6.823 2.170 -0.881
H 6.632 4.467 -1.779
H 4.435 5.305 -2.561
H 2.425 3.857 -2.387
H 2.904 4.212 0.678
H 1.650 6.320 0.856
H -0.286 6.471 2.401
H -0.922 4.526 3.771
H -0.603 2.400 4.578
H 1.042 1.744 4.488
H -0.169 1.249 3.324
H 1.897 -0.449 4.348
H 1.807 -0.134 6.078
H 3.021 -1.242 5.453
H 4.073 0.377 7.124
C 3.767 -1.621 1.970
C 2.283 -1.338 1.742
C 1.419 -2.401 2.397
O 1.861 -0.062 2.296
H 3.986 -2.656 1.707
H 4.027 -1.455 3.019
H 4.401 -0.982 1.348
H 2.089 -1.328 0.670
H 1.746 -2.586 3.423
H 1.490 -3.330 1.831
H 0.373 -2.088 2.412
C 0.371 -3.715 -4.592
C -0.330 -2.522 -5.242
C -0.235 -2.621 -6.767
C -1.796 -2.534 -4.815
Sb 0.576 -0.714 -4.231
C -0.296 1.016 -5.363
C 0.457 2.310 -5.045
C -1.716 1.132 -4.812
C -0.305 0.794 -6.874
C 2.738 -0.814 -4.824
C 3.282 0.598 -5.034
C 3.033 -1.655 -6.060
C 3.400 -1.439 -3.593
H -0.066 -4.652 -4.967
H 0.240 -3.696 -3.505
H 1.442 -3.745 -4.805
H -0.486 -3.644 -7.089
H 0.762 -2.400 -7.144
H -0.941 -1.950 -7.256
H -2.261 -3.491 -5.098
H -2.367 -1.737 -5.297
H -1.900 -2.422 -3.730
H 0.658 2.410 -3.978
H -0.160 3.163 -5.362
H 1.407 2.368 -5.577
H -1.702 1.261 -3.725
H -2.319 0.251 -5.036
H -2.220 2.004 -5.251
H 0.689 0.531 -7.248
H -0.621 1.716 -7.384
H -0.998 0.005 -7.162
H 2.949 1.012 -5.989
H 4.382 0.571 -5.046
H 2.972 1.271 -4.233
H 2.569 -1.232 -6.954
H 2.696 -2.685 -5.952
H 4.120 -1.683 -6.232
H 3.180 -0.857 -2.693
H 4.492 -1.464 -3.724
H 3.054 -2.465 -3.427
C -2.966 2.897 -1.174
C -1.798 3.648 -0.531
C -1.557 4.974 -1.261
C -0.507 2.835 -0.561
H -3.925 3.345 -0.900
H -2.978 1.850 -0.866
H -2.875 2.925 -2.263
H -2.061 3.905 0.497
H -1.227 4.788 -2.288
H -0.791 5.565 -0.752
H -2.477 5.565 -1.298
H 0.349 3.483 -0.382
H -0.388 2.387 -1.557
*
```

## Properties
energy relative to the best compared isomer or geometry (same formula, charge and spin): 52.48 kJ/mol
Kohn-Sham gap (alpha / beta): 5.40 / 6.24 eV
molecular weight: 1293.784 u
<S²>: 6.037


Entry from OMol25: a 7-piece molecular cluster, C63H133N7O7 overall in a non-equilibrium geometry (ωB97M-V with the def2-TZVPD basis set).

Geometry as ORCA input:
```
! RIJCOSX wB97M-V def2-TZVPD def2/J DEFGRID3
* xyz 0 1
C 6.065 -4.117 10.012
C 7.066 -4.069 11.167
C 7.210 -5.510 11.736
C 8.520 -3.743 10.666
C 8.831 -2.280 10.633
C 8.376 -1.535 11.902
C 6.882 -1.772 12.193
C 6.634 -1.113 13.544
C 6.060 -1.048 11.106
N 6.675 -3.221 12.286
O 5.438 -3.579 12.839
H 5.072 -3.940 10.429
H 6.297 -3.415 9.210
H 6.032 -5.105 9.548
H 8.049 -5.560 12.430
H 6.293 -5.813 12.244
H 7.419 -6.211 10.927
H 9.241 -4.357 11.207
H 8.584 -4.116 9.638
H 9.904 -2.085 10.551
H 8.336 -1.865 9.750
H 8.600 -0.476 11.765
H 8.955 -1.868 12.767
H 6.795 -0.038 13.590
H 7.107 -1.589 14.406
H 5.581 -1.287 13.805
H 6.364 0.003 11.126
H 4.995 -1.000 11.356
H 6.129 -1.404 10.082
H 5.673 -3.938 13.702
C 4.439 4.941 19.634
C 5.723 4.641 18.836
C 6.120 6.029 18.187
C 6.843 4.317 19.828
C 8.052 3.561 19.307
C 7.616 2.440 18.337
C 6.620 2.848 17.245
C 7.402 3.628 16.143
C 6.099 1.485 16.739
N 5.537 3.575 17.873
O 4.485 3.882 16.998
H 4.606 5.688 20.403
H 3.641 5.247 18.955
H 4.058 3.993 20.031
H 5.686 6.205 17.204
H 5.701 6.824 18.809
H 7.198 6.176 18.258
H 7.218 5.243 20.268
H 6.376 3.744 20.637
H 8.789 4.228 18.843
H 8.706 3.167 20.089
H 7.291 1.530 18.840
H 8.509 2.159 17.768
H 6.726 4.428 15.834
H 7.563 2.926 15.328
H 8.277 4.113 16.568
H 5.384 1.729 15.943
H 5.515 1.037 17.540
H 6.875 0.899 16.255
H 3.805 3.206 17.098
C -2.154 1.796 12.792
C -1.951 0.288 12.661
C -3.038 -0.458 13.457
C -2.121 -0.054 11.154
C -0.923 0.234 10.227
C 0.292 -0.461 10.841
C 0.583 -0.096 12.302
C 1.555 -1.087 12.963
C 1.273 1.291 12.280
N -0.636 -0.164 13.177
O -0.343 0.327 14.467
H -3.036 2.115 12.241
H -2.257 2.024 13.853
H -1.288 2.256 12.307
H -3.151 -0.034 14.458
H -3.949 -0.419 12.864
H -2.645 -1.443 13.714
H -2.331 -1.126 11.094
H -2.946 0.489 10.690
H -1.141 -0.235 9.267
H -0.937 1.312 10.062
H 1.163 -0.201 10.224
H 0.308 -1.538 10.645
H 1.962 -0.644 13.870
H 2.295 -1.309 12.191
H 1.051 -1.986 13.314
H 2.359 1.222 12.284
H 0.986 1.807 13.205
H 0.938 2.077 11.598
H -0.250 1.286 14.347
C 9.605 -10.244 5.458
C 8.120 -10.171 5.770
C 7.341 -9.566 4.576
C 7.504 -11.619 5.927
C 7.923 -12.357 7.174
C 7.422 -11.546 8.371
C 7.924 -10.104 8.329
C 7.172 -9.353 9.424
C 9.456 -10.111 8.671
N 7.669 -9.526 6.995
O 7.773 -8.121 6.985
H 9.785 -10.965 4.659
H 9.887 -9.256 5.085
H 10.231 -10.532 6.296
H 7.447 -8.477 4.558
H 7.729 -9.943 3.631
H 6.265 -9.688 4.696
H 6.422 -11.516 5.844
H 7.818 -12.152 5.023
H 7.500 -13.364 7.098
H 8.992 -12.586 7.207
H 7.853 -11.965 9.287
H 6.343 -11.699 8.422
H 7.281 -8.272 9.350
H 7.293 -9.788 10.415
H 6.091 -9.505 9.299
H 9.915 -11.013 8.278
H 9.549 -10.053 9.756
H 9.914 -9.211 8.265
H 6.875 -7.795 6.862
C 8.518 -0.630 4.999
C 7.049 -0.586 5.482
C 7.090 -0.232 6.979
C 6.280 0.455 4.683
C 4.815 0.284 4.775
C 4.336 -1.067 4.257
C 5.075 -2.213 4.976
C 4.305 -2.562 6.261
C 4.991 -3.483 4.082
N 6.498 -1.911 5.206
O 7.147 -2.949 5.873
H 9.023 0.301 5.283
H 9.104 -1.440 5.424
H 8.569 -0.585 3.909
H 6.945 0.842 7.102
H 6.259 -0.648 7.560
H 7.975 -0.659 7.448
H 6.440 1.508 4.944
H 6.623 0.452 3.642
H 4.356 0.495 5.745
H 4.362 1.046 4.126
H 4.409 -1.112 3.171
H 3.300 -1.142 4.590
H 4.878 -3.336 6.789
H 3.387 -3.089 6.002
H 4.161 -1.798 7.026
H 5.303 -3.201 3.077
H 3.979 -3.880 4.014
H 5.619 -4.252 4.529
H 7.836 -3.274 5.282
C 2.756 -6.965 13.007
C 2.505 -6.952 14.533
C 2.046 -5.546 14.909
C 1.378 -7.889 14.978
C 1.822 -9.346 15.046
C 3.026 -9.427 16.012
C 4.175 -8.524 15.649
C 5.198 -8.456 16.817
C 4.986 -9.125 14.460
N 3.719 -7.169 15.337
O 4.776 -6.289 15.130
H 3.668 -6.397 12.818
H 2.936 -7.985 12.669
H 1.882 -6.537 12.522
H 1.139 -5.277 14.354
H 1.713 -5.495 15.947
H 2.761 -4.768 14.639
H 1.087 -7.593 16.008
H 0.328 -7.680 14.732
H 0.986 -9.995 15.286
H 2.302 -9.524 14.077
H 3.327 -10.476 15.971
H 2.632 -9.188 17.005
H 4.719 -8.008 17.690
H 6.110 -7.914 16.578
H 5.495 -9.467 17.103
H 5.324 -10.144 14.661
H 5.873 -8.508 14.304
H 4.463 -9.161 13.503
H 4.773 -5.711 15.902
C 11.970 4.248 13.124
C 11.680 3.115 12.139
C 12.903 2.143 12.089
C 10.521 2.300 12.744
C 9.125 2.843 12.453
C 8.951 3.097 10.957
C 10.048 4.059 10.446
C 9.855 4.071 8.901
C 9.666 5.434 11.004
N 11.350 3.501 10.761
O 12.359 4.328 10.228
H 12.493 3.873 14.008
H 12.691 4.985 12.763
H 11.057 4.710 13.500
H 13.391 2.037 13.056
H 12.567 1.141 11.812
H 13.592 2.437 11.298
H 10.478 1.256 12.417
H 10.583 2.243 13.834
H 8.278 2.237 12.794
H 8.935 3.727 13.073
H 8.004 3.618 10.820
H 9.013 2.135 10.441
H 10.323 4.913 8.384
H 8.789 4.265 8.763
H 10.192 3.146 8.439
H 10.547 6.032 10.728
H 9.413 5.590 12.046
H 8.855 5.824 10.387
H 12.783 3.820 9.528
*
```

## Properties
SMILES: CC1(C)CCCC(C)(C)N1O.CC1(C)CCCC(C)(C)N1O.CC1(C)CCCC(C)(C)N1O.CC1(C)CCCC(C)(C)N1O.CC1(C)CCCC(C)(C)N1O.CC1(C)CCCC(C)(C)N1O.CC1(C)CCCC(C)(C)N1O
energy relative to the best compared isomer or geometry (same formula, charge and spin): 391.20 kJ/mol
Kohn-Sham gap: 8.43 eV
molecular weight: 1100.799 u